Entry from OMol25: C3H8N4O2 in the gas phase at a distorted geometry (wB97M-V/def2-TZVPD).

Last column: Löwdin charge in e.
Positions of all 17 atoms, in Å:
C (1.338820, 1.799179, -0.477516)  -0.0890
O (0.075116, 1.172326, -0.328130)  -0.1251
C (-0.461594, 0.514568, -1.514761)  -0.4698
O (-0.195502, 0.953101, -2.623386)  0.0701
N (-1.029290, -0.737122, -1.397314)  0.0227
N (-1.596503, -0.729519, -0.127931)  0.0300
C (-0.758560, -0.975868, 0.857912)  -0.5528
N (-1.210401, -0.928883, 2.134189)  0.1258
N (0.485757, -1.491154, 0.759670)  0.1610
H (1.301020, 2.630691, -1.189287)  0.0874
H (2.093217, 1.076723, -0.813194)  0.0913
H (1.632313, 2.236341, 0.482518)  0.0892
H (-0.881359, -1.464391, -2.082559)  0.1533
H (-2.158941, -0.568670, 2.154045)  0.1019
H (-0.623126, -0.358211, 2.729515)  0.1000
H (0.932968, -1.517009, -0.143776)  0.0982
H (1.056066, -1.612101, 1.580007)  0.1058

Forces on the atoms, in the same order (eV/Å):
0.10 0.44 -0.76
-1.79 -1.46 -1.05
3.08 0.44 -2.81
-0.21 0.23 1.27
1.15 2.98 1.87
-0.55 -1.74 2.49
-0.65 -1.24 -1.91
-0.92 0.80 1.16
0.66 0.08 -0.61
-0.04 -0.25 -0.08
-0.07 0.13 0.08
-0.29 -0.39 -0.01
-0.39 0.07 0.20
0.07 -0.06 0.00
0.03 -0.15 0.11
-0.04 0.11 0.22
-0.15 0.00 -0.15

SMILES: COC(=O)NN=C(N)N
ΔE to the lowest compared entry with this formula, charge and spin in kcal per mole: 46.8
Energy in eV: -13294.5913
Charge: 0